{
  "formula": "C7H29O10S2",
  "method": "ωB97M-V/def2-TZVPD",
  "species": ["H", "C", "O", "O", "H", "H", "H", "C", "O", "H", "S", "H", "O", "H", "H", "H", "H", "H", "C", "H", "H", "O", "H", "H", "H", "O", "H", "O", "O", "H", "H", "C", "H", "H", "H", "C", "H", "S", "O", "H", "C", "C", "H", "H", "O", "H", "H", "H"],
  "coordinates": [[0.53, 0.13, 3.67], [2.54, -0.15, 1.09], [2.42, 4.00, 3.84], [-1.19, 3.08, -0.36], [-5.26, -2.17, -1.54], [0.71, 3.78, -0.08], [-2.94, -1.32, -4.18], [-4.97, -1.57, -0.67], [1.39, 0.62, 1.49], [4.09, 3.31, 2.83], [0.80, -4.18, -0.30], [-2.03, 3.10, 0.10], [0.55, -2.98, -3.39], [-2.42, 0.38, -4.09], [2.17, -3.79, -4.39], [3.56, 4.97, 2.41], [2.63, 3.56, 1.86], [-0.26, 2.15, 5.47], [0.18, 1.82, 4.53], [-0.42, 2.22, 3.70], [2.96, 4.35, 4.55], [1.66, -3.04, -0.37], [-5.54, -1.90, 0.19], [3.03, -0.51, 1.98], [-0.57, 4.84, 0.55], [0.86, -4.85, 0.98], [-3.08, -1.42, -1.15], [1.04, -5.08, -1.41], [-1.81, -0.88, -2.55], [-2.02, -4.09, -0.18], [-1.26, -0.90, -4.54], [-2.12, -0.66, -3.91], [2.23, -0.99, 0.47], [1.11, -2.74, -2.63], [-0.15, 3.33, 1.41], [-0.25, 3.80, 0.43], [1.85, -2.07, -4.73], [-1.06, -3.22, -0.50], [-3.59, -1.71, -0.38], [1.20, 2.18, 4.46], [3.23, 3.96, 2.67], [1.39, -3.04, -4.52], [3.23, 0.49, 0.53], [-1.07, -0.31, -2.31], [0.15, 0.40, 4.51], [-5.22, -0.52, -0.87], [0.77, -3.32, -5.38], [0.96, 0.93, 0.69]],
  "lowdin_charge": [0.051, -0.123, -0.135, -0.124, 0.073, 0.075, 0.081, -0.173, -0.140, 0.080, 0.064, 0.073, -0.160, 0.073, 0.078, 0.073, 0.063, 0.074, -0.168, 0.066, 0.074, -0.431, 0.071, 0.081, 0.076, -0.408, 0.010, -0.401, -0.164, -0.165, 0.072, -0.139, 0.052, 0.035, 0.064, -0.162, 0.067, 0.592, -0.190, 0.049, -0.143, -0.175, 0.070, 0.086, -0.127, 0.070, 0.070, 0.063],
  "largest_force_ev_per_a": 2.69,
  "gap_ha": 0.267,
  "lumo_ha": 0.0836,
  "total_charge": -1,
  "multiplicity": 1,
  "e_homo_ev": -5.0
}

***

{
  "formula": "C7H30FIN15O10PS2",
  "method": "ωB97M-V/def2-TZVPD",
  "species": ["N", "H", "H", "C", "H", "H", "I", "O", "H", "H", "N", "C", "H", "N", "H", "N", "O", "O", "H", "H", "N", "N", "C", "H", "H", "S", "O", "C", "O", "O", "H", "C", "C", "N", "H", "S", "H", "P", "H", "H", "N", "H", "H", "H", "H", "N", "N", "N", "N", "N", "H", "O", "O", "H", "H", "F", "H", "O", "H", "C", "H", "H", "H", "N", "H", "O", "N"],
  "coordinates": [[-8.08, 8.47, 4.04], [2.56, -0.69, 2.16], [8.63, -8.40, -6.12], [4.02, -5.50, -3.17], [-7.85, 8.97, 4.87], [-9.27, 10.71, 4.15], [-4.76, 1.60, -0.60], [-9.21, 8.30, 2.08], [-1.22, 2.93, 3.47], [4.35, -0.58, 0.30], [4.97, -1.30, -0.05], [-8.94, 8.94, 3.09], [2.22, -4.97, -2.37], [2.02, 0.16, 2.12], [6.24, -3.33, -0.97], [2.78, -4.92, -3.21], [3.62, 1.16, 0.86], [4.41, -6.07, -2.15], [-7.93, 8.07, 0.56], [1.62, -7.01, 1.15], [5.28, -3.50, -0.72], [1.33, -4.70, 0.18], [2.53, 1.20, 1.41], [4.89, -4.42, -0.88], [2.29, -4.97, 0.22], [-2.05, 3.71, 2.77], [-3.81, 0.06, 2.17], [0.30, -5.47, 0.63], [7.43, -6.53, -5.03], [-5.41, 6.23, -0.03], [-8.29, 5.99, 1.30], [4.44, -2.54, -0.23], [-6.51, 6.57, 0.36], [9.16, -7.54, -6.08], [-6.42, 8.52, -0.19], [-3.01, 1.00, 2.85], [-10.11, 10.54, 2.65], [-4.40, 3.10, 1.26], [-7.10, 4.74, 1.08], [10.09, -7.52, -6.46], [4.76, -5.40, -4.29], [8.90, -4.52, -5.01], [1.11, -3.78, -0.16], [1.12, 0.18, 2.57], [5.68, -5.81, -4.31], [1.73, 2.31, 1.34], [-7.00, 7.83, 0.24], [0.67, -6.70, 1.12], [-7.38, 5.70, 0.98], [-2.91, 2.39, 1.97], [4.43, -4.93, -5.11], [-0.87, -5.12, 0.59], [3.27, -2.80, 0.04], [5.92, -1.08, -0.25], [2.41, -4.45, -4.01], [-1.51, 0.55, 2.68], [10.24, -5.26, -5.81], [-5.57, 2.59, 2.28], [-7.67, 7.57, 3.87], [8.56, -6.47, -5.49], [2.08, 3.09, 0.81], [0.82, 2.37, 1.76], [-0.06, -7.30, 1.46], [-9.48, 10.17, 3.33], [-5.51, 3.03, 3.14], [-3.17, 1.26, 4.24], [9.31, -5.33, -5.44]],
  "lowdin_charge": [0.165, 0.103, 0.106, -0.680, 0.097, 0.096, 0.520, -0.004, -0.136, 0.048, 0.164, -0.661, 0.082, 0.176, 0.093, 0.163, 0.006, -0.010, 0.054, 0.089, 0.166, 0.143, -0.657, 0.064, 0.074, 0.718, -0.282, -0.686, 0.020, -0.010, 0.080, -0.662, -0.688, 0.155, 0.102, 0.438, 0.107, 0.401, 0.070, 0.094, 0.166, 0.105, 0.088, 0.083, 0.054, 0.162, 0.157, 0.141, 0.154, -0.853, 0.093, 0.012, -0.006, 0.094, 0.093, -0.172, 0.093, -0.397, 0.104, -0.664, 0.104, 0.067, 0.095, 0.159, 0.066, -0.268, 0.153],
  "largest_force_ev_per_a": 0.66,
  "gap_ha": 0.332,
  "lumo_ha": 0.0009,
  "multiplicity": 1,
  "e_homo_ev": -9.0
}

***

{
  "formula": "C7H30O8",
  "method": "ωB97M-V/def2-TZVPD",
  "species": ["O", "C", "H", "C", "O", "C", "O", "H", "O", "C", "H", "H", "O", "H", "H", "H", "O", "C", "H", "H", "H", "H", "H", "H", "H", "H", "H", "H", "C", "H", "H", "H", "O", "H", "H", "H", "C", "H", "H", "H", "O", "H", "H", "H", "H"],
  "coordinates": [[0.31, 3.79, -0.20], [-2.80, 0.04, -1.67], [1.05, -0.67, -0.23], [-0.55, -0.04, -2.83], [2.52, 1.57, 0.13], [-2.43, 0.67, 0.81], [0.25, 0.54, 2.81], [0.36, -0.34, 2.42], [3.12, -0.06, -1.71], [-1.63, 0.84, -2.30], [-2.11, 1.43, -3.11], [0.40, 1.11, 2.05], [0.95, -1.18, 0.60], [3.37, 1.86, 0.51], [-3.57, -0.78, 2.03], [0.37, 4.12, -1.10], [0.44, -2.27, 3.74], [-2.84, 0.06, 2.16], [1.07, -0.48, -4.12], [2.62, -0.78, 3.22], [1.19, -2.26, -0.81], [3.24, -1.87, 2.38], [-3.24, 1.33, 0.48], [-3.29, -0.70, -2.29], [-1.62, 1.35, 1.06], [2.34, 1.03, 0.92], [3.92, 0.28, -1.30], [-0.45, -2.20, 4.09], [0.37, 0.26, -3.76], [-3.29, 0.65, 2.95], [-0.51, -1.01, -2.40], [-1.98, -0.42, 2.65], [1.76, -2.97, -1.15], [-3.70, 0.73, -1.58], [-1.49, -1.06, -0.14], [-1.26, 1.62, -1.59], [-2.32, -0.39, -0.27], [1.86, -1.21, 0.99], [2.58, -2.78, -1.61], [0.48, -2.05, 2.81], [2.94, -0.95, 2.31], [0.46, 1.24, -4.17], [3.32, -0.07, -2.65], [0.96, 3.13, 0.01], [-3.18, -1.10, -0.14]],
  "lowdin_charge": [-0.061, -0.210, 0.043, -0.176, -0.056, -0.249, -0.054, -0.029, -0.066, -0.211, 0.116, 0.025, -0.089, 0.071, 0.074, 0.034, -0.035, -0.116, 0.049, 0.077, -0.020, 0.082, 0.108, 0.103, 0.088, 0.023, 0.038, 0.048, 0.002, 0.067, 0.081, 0.044, -0.077, 0.126, 0.093, 0.110, -0.232, 0.019, 0.024, -0.004, -0.043, 0.045, 0.043, -0.015, 0.111],
  "largest_force_ev_per_a": 3.16,
  "smiles": "C=CCCCCC.O.O.O.O.O.O.O.O",
  "gap_ha": 0.348,
  "lumo_ha": 0.0001,
  "multiplicity": 1,
  "de_lowest_ev": 1.9557,
  "e_homo_ev": -9.5
}

***

{
  "formula": "C7H30O8",
  "method": "ωB97M-V/def2-TZVPD",
  "species": ["H", "O", "H", "H", "C", "H", "H", "H", "H", "H", "H", "H", "H", "H", "H", "O", "O", "H", "O", "H", "C", "C", "O", "H", "C", "O", "H", "H", "H", "H", "C", "O", "O", "C", "H", "H", "H", "H", "H", "H", "H", "H", "C", "H", "H"],
  "coordinates": [[-3.59, -3.24, 1.05], [1.72, -1.29, 2.52], [-1.18, 0.24, 3.02], [-0.98, -2.09, -3.27], [2.75, -0.34, 2.42], [2.74, 0.11, 1.43], [2.73, 0.52, 3.10], [0.83, -2.33, -2.30], [3.69, -0.87, 2.57], [-1.49, -2.79, 2.38], [-1.58, -0.99, -2.00], [-2.78, 0.54, 2.19], [-1.39, -2.78, -1.70], [3.91, 0.11, -1.11], [3.83, 0.91, -3.77], [4.34, 0.77, -2.98], [-2.71, -3.58, 0.88], [-0.90, -2.54, 0.82], [0.34, -1.65, -1.84], [-1.18, 2.09, -2.94], [-1.11, 2.93, 1.05], [-0.29, 1.58, -3.32], [0.07, -0.18, 0.54], [3.52, -1.02, -2.46], [-2.25, 0.45, 3.13], [-2.49, 1.69, 3.82], [-1.13, 2.71, 2.12], [0.66, -0.49, 1.22], [-0.06, 3.00, 0.77], [-2.25, -1.53, 1.30], [-1.00, -1.89, -2.19], [0.30, 2.40, -4.39], [-1.68, 1.94, 0.24], [-1.84, -2.53, 1.38], [-0.66, 0.70, -3.86], [-3.20, 2.15, 3.36], [2.52, 0.41, -2.06], [0.43, 1.36, -2.54], [-2.79, -0.35, 3.63], [2.19, -2.03, 2.92], [-1.43, 3.97, 0.95], [-1.04, 1.23, 0.31], [3.54, 0.01, -2.13], [0.47, 3.26, -4.01], [0.42, -0.55, -0.27]],
  "mulliken_spin": [0.000, 0.000, 0.005, 0.000, 0.000, 0.000, 0.000, 0.000, 0.000, 0.000, 0.000, 0.018, 0.000, 0.000, 0.000, 0.000, 0.001, 0.000, 0.000, 0.002, 0.044, -0.003, 0.000, 0.000, 0.008, 0.224, 0.077, -0.001, 0.044, -0.002, 0.000, 0.001, 0.540, 0.002, 0.000, -0.010, 0.000, 0.002, 0.040, 0.000, 0.005, 0.002, 0.000, 0.000, 0.000],
  "largest_force_ev_per_a": 2.63,
  "gap_ha": [0.357, 0.110],
  "lumo_ha": [-0.1044, -0.3515],
  "total_charge": 1,
  "multiplicity": 2,
  "de_lowest_ev": 4.7253,
  "e_homo_ev": [-12.6, -12.6]
}

***

{
  "formula": "C7H32O11",
  "method": "ωB97M-V/def2-TZVPD",
  "species": ["O", "H", "O", "H", "H", "H", "H", "H", "C", "H", "H", "H", "H", "H", "C", "H", "C", "H", "O", "H", "O", "O", "H", "H", "C", "H", "H", "O", "H", "H", "O", "H", "H", "H", "O", "C", "H", "H", "H", "H", "H", "O", "O", "O", "H", "H", "H", "H", "C", "C"],
  "coordinates": [[1.99, 0.95, 3.56], [0.02, -3.69, 2.62], [3.60, -0.71, -1.24], [2.35, 1.60, -0.27], [-3.05, 0.45, -3.42], [4.45, -0.26, -1.18], [1.92, 2.73, -2.62], [-0.56, 0.88, -1.17], [1.31, 2.89, -1.72], [-0.40, -0.60, -4.27], [0.83, 2.57, 2.89], [0.29, 3.07, -1.99], [-2.80, 0.98, 0.20], [1.81, 3.74, -1.25], [0.40, 0.83, -0.66], [3.98, 2.77, 1.53], [-0.42, -2.56, 0.84], [1.34, -0.60, 0.73], [-2.83, 0.36, -2.49], [3.17, 1.77, 2.46], [0.06, 3.02, 2.53], [3.87, 1.85, 1.80], [-4.71, 0.30, 0.62], [1.54, 0.88, 4.41], [1.40, 1.70, -0.79], [1.65, 0.12, 3.20], [-0.92, 1.07, 2.87], [-0.50, 0.21, 3.04], [-1.54, 1.82, -0.03], [-1.48, -1.08, -0.33], [-2.06, 1.42, 0.66], [-1.72, -3.60, -1.92], [-2.69, -3.14, -0.75], [-3.10, -0.42, -2.00], [-0.05, 0.29, -4.16], [0.15, -2.80, 2.01], [0.65, -2.04, 2.61], [0.01, 2.86, 1.59], [-1.00, -3.30, 0.31], [-4.54, 1.02, -0.76], [2.94, -0.03, -1.29], [-4.34, 0.22, -0.26], [0.64, -3.69, -1.55], [-2.45, -3.03, -1.67], [1.46, -4.11, -1.85], [-1.07, -0.26, 2.42], [-0.52, 0.64, -3.40], [0.94, -3.31, -0.72], [0.47, -0.39, 0.12], [-0.49, -1.31, 0.04]],
  "lowdin_charge": [-0.061, 0.063, -0.044, 0.088, 0.051, 0.038, 0.082, 0.083, -0.077, 0.036, 0.006, 0.071, -0.008, 0.071, -0.148, 0.031, -0.206, 0.124, -0.042, -0.015, -0.051, -0.069, 0.073, 0.067, -0.148, 0.039, 0.029, -0.080, 0.012, 0.088, -0.052, 0.025, 0.026, 0.014, -0.055, 0.031, 0.046, 0.016, 0.072, 0.062, -0.021, -0.048, -0.045, -0.047, 0.053, 0.028, -0.010, 0.008, -0.097, -0.114],
  "largest_force_ev_per_a": 2.42,
  "smiles": "C=C/C=C/C=C/C.O.O.O.O.O.O.O.O.O.O.O",
  "gap_ha": 0.314,
  "lumo_ha": 0.0046,
  "multiplicity": 1,
  "de_lowest_ev": 3.1060,
  "e_homo_ev": -8.4
}